(1)
A cluster of 6 separate species, C19H37Br2Cl3O4 in total at a distorted geometry. Source: the OMol25 dataset; level of theory: ωB97M-V with the def2-TZVPD basis set.

Positions of all 65 atoms, in Å:
C1 -27.94 -4.16 12.73
Cl1 -26.53 -3.06 12.78
Cl2 -29.29 -3.52 13.67
Cl3 -27.50 -5.75 13.34
H1 -28.32 -4.20 11.71
C2 -18.73 -0.06 4.12
C3 -17.70 -0.34 2.98
C4 -18.58 -0.20 1.74
O1 -19.46 0.83 2.10
C5 -19.90 0.73 3.52
H2 -18.32 0.49 4.97
H3 -19.06 -1.04 4.48
H4 -17.15 -1.27 3.13
H5 -16.97 0.47 2.93
H6 -19.15 -1.08 1.46
H7 -18.18 0.16 0.79
H8 -20.83 0.23 3.79
H9 -20.07 1.69 4.00
C6 -26.03 6.01 3.05
C7 -24.63 5.88 2.70
C8 -23.89 6.30 3.97
O2 -24.76 5.89 5.03
C9 -26.09 5.59 4.54
H10 -26.73 5.57 2.34
H11 -26.27 7.07 3.07
H12 -24.39 6.39 1.77
H13 -24.58 4.81 2.50
H14 -23.79 7.38 3.98
H15 -22.94 5.77 4.07
H16 -26.84 6.20 5.03
H17 -26.32 4.53 4.64
C10 -17.54 6.73 7.73
C11 -16.20 7.32 7.74
C12 -15.22 6.43 7.01
O3 -16.04 5.47 6.41
C13 -17.15 5.27 7.28
H18 -18.11 7.11 6.88
H19 -18.02 6.85 8.70
H20 -15.83 7.45 8.75
H21 -16.17 8.34 7.35
H22 -14.46 5.93 7.60
H23 -14.67 7.06 6.30
H24 -16.91 4.50 8.01
H25 -17.95 4.76 6.75
C14 -33.14 -0.61 10.04
C15 -32.72 0.76 10.44
C16 -34.00 1.52 10.92
O4 -35.08 0.62 10.63
C17 -34.52 -0.72 10.67
H26 -32.41 -1.32 10.44
H27 -33.20 -0.70 8.95
H28 -32.46 1.20 9.48
H29 -31.80 0.77 11.02
H30 -34.07 2.55 10.56
H31 -34.01 1.58 12.01
H32 -35.09 -1.35 9.98
H33 -34.56 -1.00 11.72
Br1 -21.59 1.89 9.50
C18 -23.32 2.77 9.10
C19 -24.41 2.06 9.88
Br2 -26.23 2.68 9.38
H34 -23.46 2.54 8.04
H35 -23.20 3.85 9.18
H36 -24.30 2.26 10.95
H37 -24.31 0.99 9.71

Output
**LUMO energy**: 0.32 eV
**SMILES**: ClC(Cl)Cl.C1CCOC1.C1CCOC1.C1CCOC1.C1CCOC1.BrCCBr
**Strongest force on any atom**: 3.83 eV/Å
**Energy**: -206141.241 eV
**Frontier orbital gap**: 9.9 eV


(2)
A structure of composition C12H19ClIIrNO2P at a distorted geometry. Source: the OMol25 dataset; level of theory: ωB97M-V with the def2-TZVPD basis set.

Positions of all 38 atoms, in Å:
C1 0.12 0.58 -4.47
C2 0.85 0.34 -3.19
H1 0.88 0.60 -5.27
H2 -0.39 1.55 -4.56
H3 -0.58 -0.23 -4.70
O1 2.08 0.25 -3.17
I1 -1.02 -2.21 -2.52
Ir1 0.03 -0.06 -1.42
P1 0.52 2.00 -0.26
C3 1.99 2.05 0.81
C4 0.90 2.99 -1.72
H4 -1.76 2.61 0.33
H5 -0.66 4.00 0.48
H6 -0.69 2.75 1.75
C5 -0.77 2.92 0.67
H7 0.06 2.93 -2.40
H8 1.09 4.03 -1.45
H9 2.39 3.08 0.88
H10 2.77 1.37 0.43
H11 1.76 2.54 -2.22
H12 1.74 1.71 1.83
C6 1.60 -0.72 -0.65
O2 2.58 -1.16 -0.18
Cl1 -2.08 0.84 -1.60
N1 -0.93 -0.56 1.05
C7 -0.88 -1.76 1.78
C8 -1.11 -1.69 3.16
C9 -1.15 -2.85 3.92
C10 -0.93 -4.10 3.30
C11 -0.69 -4.16 1.93
C12 -0.67 -2.99 1.16
H13 -0.61 0.25 1.60
H14 -1.83 -0.29 0.65
H15 -1.31 -0.70 3.60
H16 -1.33 -2.77 5.00
H17 -0.93 -5.00 3.92
H18 -0.52 -5.13 1.45
H19 -0.54 -3.03 0.09

Output
**Multiplicity**: 6
**LUMO energy (spin up / spin down)**: -10.64 / -14.60 eV
**Net charge**: +3
**Strongest force on any atom**: 5.84 eV/Å
**Energy**: -51054.240 eV
**ΔE to the lowest compared entry with this formula, charge and spin**: 44.7 kJ/mol
**Frontier orbital gap (spin up / spin down)**: 6.2 / 5.4 eV
**<S²>**: 8.786


(3)
A structure of composition C30H38N8PReS at a distorted geometry. Source: the OMol25 dataset; level of theory: ωB97M-V with the def2-TZVPD basis set.

Positions of all 79 atoms, in Å:
Re1 -0.12 -0.28 -0.17
C1 -2.83 -1.83 -0.53
C2 -1.84 -2.84 0.06
N1 -0.44 -2.52 -0.32
C3 -0.04 -3.04 -1.65
C4 -0.58 -2.24 -2.83
S1 -0.38 -0.43 -2.61
C5 -2.12 0.17 -2.74
C6 -2.80 0.46 -1.40
N2 -2.35 -0.45 -0.33
H1 -3.81 -1.98 -0.06
H2 -2.96 -2.01 -1.59
H3 -2.11 -3.85 -0.28
H4 -1.91 -2.82 1.15
H5 0.14 -3.03 0.35
H6 -0.38 -4.08 -1.76
H7 1.05 -3.04 -1.68
H8 -1.63 -2.45 -3.02
H9 -0.02 -2.51 -3.72
H10 -2.66 -0.56 -3.34
H11 -2.07 1.09 -3.33
H12 -3.88 0.40 -1.54
H13 -2.56 1.48 -1.09
H14 -2.77 -0.10 0.53
C7 -1.15 -0.40 4.12
C8 -0.53 -0.73 2.91
N3 -0.47 0.09 1.88
C9 -0.95 1.36 2.03
C10 -1.62 1.77 3.21
C11 -1.74 0.84 4.26
C12 -2.09 3.10 3.29
C13 -1.77 4.00 2.30
C14 -1.03 3.63 1.17
C15 -0.67 2.30 0.98
N4 0.00 1.71 -0.06
C16 1.02 2.27 -0.79
C17 1.12 3.53 -1.36
C18 2.29 3.90 -2.03
C19 3.39 3.08 -2.08
C20 3.33 1.78 -1.52
C21 4.42 0.89 -1.48
C22 4.23 -0.36 -0.94
C23 2.97 -0.73 -0.46
N5 1.94 0.09 -0.45
C24 2.11 1.36 -0.94
H15 -1.19 -1.12 4.92
H16 -0.07 -1.71 2.80
H17 -2.27 1.11 5.16
H18 -2.66 3.40 4.15
H19 -2.11 5.02 2.38
H20 -0.79 4.38 0.44
H21 0.29 4.22 -1.34
H22 2.33 4.87 -2.50
H23 4.30 3.39 -2.57
H24 5.37 1.19 -1.88
H25 5.04 -1.07 -0.90
H26 2.81 -1.72 -0.07
C25 3.28 4.33 4.22
N6 3.90 4.07 2.93
C26 5.13 3.33 3.11
N7 4.84 2.08 3.79
C27 4.24 2.33 5.08
N8 3.01 3.07 4.88
C28 1.97 2.31 4.27
P1 2.39 1.75 2.49
C29 3.00 3.48 1.99
C30 4.12 1.15 2.99
H27 2.35 4.89 4.07
H28 3.95 4.93 4.83
H29 5.82 3.92 3.72
H30 5.60 3.13 2.15
H31 4.92 2.92 5.71
H32 4.02 1.38 5.58
H33 1.05 2.91 4.22
H34 1.78 1.41 4.86
H35 2.13 4.12 1.87
H36 3.50 3.39 1.02
H37 4.68 0.95 2.06
H38 4.01 0.20 3.53

Output
**Multiplicity**: 2
**LUMO energy (spin up / spin down)**: -9.42 / -11.57 eV
**Net charge**: +3
**Strongest force on any atom**: 3.13 eV/Å
**Energy**: -65877.192 eV
**Frontier orbital gap (spin up / spin down)**: 6.2 / 4.0 eV
**<S²>**: 0.756


Question: Look up the energy of the first one.
Answer: -206141.241 eV